--- A ---
{"formula": "C4H10OS", "method": "the ωB97M-V functional and the def2-TZVPD basis", "species": ["C", "O", "C", "C", "C", "S", "H", "H", "H", "H", "H", "H", "H", "H", "H", "H"], "positions_angstrom": [[-0.030, -1.865, -0.513], [-0.813, -2.850, 0.187], [-0.463, -0.540, 0.047], [0.340, 0.713, -0.309], [0.224, 1.792, 0.751], [1.476, 3.097, 0.200], [-0.324, -1.941, -1.595], [1.023, -2.048, -0.296], [-0.400, -3.716, 0.273], [-1.565, -0.497, -0.142], [-0.480, -0.566, 1.137], [1.402, 0.402, -0.331], [0.219, 1.238, -1.276], [0.518, 1.542, 1.805], [-0.867, 2.028, 0.763], [-0.261, 3.212, -0.701]], "mulliken_charge": [-0.329, -0.515, -0.651, -0.327, -1.317, -0.560, 0.174, 0.367, 0.274, 0.279, 0.273, 0.193, 0.241, 0.465, 0.332, 0.101], "total_charge": -1, "multiplicity": 2, "s_squared": 0.76, "lumo_ev": [3.1, 3.1]}


--- B ---
{"formula": "C4H10OS", "method": "the ωB97M-V functional and the def2-TZVPD basis", "species": ["C", "C", "S", "H", "H", "H", "H", "H", "H", "C", "C", "O", "H", "H", "H", "H"], "positions_angstrom": [[1.185, 0.974, -1.075], [2.450, 0.483, -0.390], [2.078, -1.104, 0.422], [0.897, 0.274, -1.853], [0.312, 0.945, -0.419], [1.249, 2.026, -1.357], [2.795, 1.185, 0.361], [3.236, 0.322, -1.132], [3.125, -1.179, 1.294], [-2.699, -1.401, 0.345], [-2.098, -0.372, 0.916], [-2.557, 0.932, 0.849], [-2.164, -2.333, 0.454], [-3.762, -1.354, 0.172], [-1.162, -0.435, 1.465], [-2.885, 1.038, -0.051]], "mulliken_charge": [-1.446, -1.343, -0.186, 0.550, 0.100, 0.468, 0.496, 0.486, 0.101, -0.867, -0.549, -0.376, 0.409, 0.322, 0.519, 0.315], "total_charge": -1, "multiplicity": 2, "s_squared": 0.75, "lumo_ev": [3.1, 3.0]}


Which of them is the most stable, and which is the least stable? B and A, in that order.


--- A ---
{"formula": "C4H4ClF", "method": "the ωB97M-V functional and the def2-TZVPD basis", "species": ["C", "C", "C", "C", "H", "H", "H", "H", "F", "Cl"], "positions_angstrom": [[1.958, -0.368, -0.233], [0.555, -0.007, -0.057], [-0.604, 0.626, 0.187], [-2.056, 0.443, 0.254], [2.059, -1.157, -1.017], [2.805, 0.520, -0.430], [2.401, -0.924, 0.653], [-2.148, 0.610, 1.287], [-2.398, 1.460, -0.470], [-2.574, -1.205, -0.175]], "mulliken_charge": [-0.902, 0.489, -0.634, 0.372, 0.260, 0.258, 0.264, 0.230, -0.184, -0.154], "smiles": "CC#C[C@@H](F)Cl", "lumo_ev": 0.3}


--- B ---
{"formula": "C4H4ClF", "method": "the ωB97M-V functional and the def2-TZVPD basis", "species": ["C", "C", "C", "C", "H", "H", "H", "H", "F", "Cl"], "positions_angstrom": [[-1.734, -2.742, 0.836], [-0.780, -1.658, 0.437], [-0.095, -0.586, 0.427], [0.492, 0.784, 0.303], [-1.371, -3.462, 0.100], [-1.712, -2.991, 1.971], [-2.887, -2.398, 0.604], [-0.107, 1.475, 0.944], [1.817, 0.843, 0.818], [0.142, 1.471, -1.353]], "mulliken_charge": [-0.791, 0.265, -0.240, 0.186, 0.273, 0.252, 0.231, 0.206, -0.230, -0.151], "smiles": "CC#C[C@@H](F)Cl", "lumo_ev": 0.7}


Which of them is the most stable, and which is the least stable? B and A, in that order.


--- A ---
{"formula": "CH5ClNP", "method": "the ωB97M-V functional and the def2-TZVPD basis", "species": ["C", "N", "P", "Cl", "H", "H", "H", "H", "H"], "positions_angstrom": [[-0.807, -0.697, 0.219], [-1.738, 1.556, -0.789], [-1.274, 1.124, 0.629], [3.522, -0.966, 0.406], [-1.300, -1.401, 0.878], [0.289, -0.733, 0.065], [-1.388, -0.953, -0.675], [4.610, -0.410, 0.192], [-1.915, 2.478, -0.926]], "mulliken_charge": [-0.750, -0.456, 0.216, -0.236, 0.346, 0.120, 0.284, 0.236, 0.240], "smiles": "[H]/N=P/C.Cl", "lumo_ev": 0.0}


--- B ---
{"formula": "CH5ClNP", "method": "the ωB97M-V functional and the def2-TZVPD basis", "species": ["C", "N", "P", "Cl", "H", "H", "H", "H", "H"], "positions_angstrom": [[-0.036, 1.302, -0.099], [-0.059, -1.790, -0.091], [-1.108, -0.022, 0.814], [-2.723, -0.082, -0.347], [-0.627, 1.911, -0.785], [0.994, 0.833, -0.479], [0.336, 2.083, 0.602], [-0.283, -1.382, -0.940], [-0.788, -2.465, 0.128]], "mulliken_charge": [-0.886, -0.710, 0.339, -0.187, 0.320, 0.274, 0.325, 0.272, 0.254], "lumo_ev": 0.4}


Which of them is the most stable, and which is the least stable? B and A, in that order.


--- A ---
{"formula": "C2H17NO5", "method": "the ωB97M-V functional and the def2-TZVPD basis", "species": ["H", "O", "N", "H", "H", "C", "H", "H", "H", "C", "H", "H", "H", "O", "H", "H", "O", "H", "H", "O", "H", "H", "O", "H", "H"], "positions_angstrom": [[-0.172, -0.152, -0.719], [0.834, -0.891, -0.553], [-0.942, 0.837, -0.869], [1.025, -1.258, -1.421], [-0.326, 1.639, -0.865], [-1.800, 0.865, 0.379], [-1.557, 0.024, 0.995], [-1.574, 1.763, 0.960], [-2.837, 0.765, 0.074], [-1.718, 0.678, -2.069], [-1.093, 0.602, -2.977], [-2.333, -0.243, -2.080], [-2.501, 1.454, -2.207], [0.860, -1.638, 1.962], [0.819, -1.375, 0.973], [1.730, -2.045, 1.942], [1.868, 1.276, -1.684], [1.923, 0.548, -1.027], [2.391, 2.064, -1.521], [-1.674, -0.877, 3.082], [-1.199, -1.620, 3.490], [-1.151, -0.747, 2.304], [3.346, -0.346, 0.455], [2.503, -0.655, 0.058], [3.578, -0.667, 1.317]], "mulliken_charge": [0.329, -1.059, -0.064, 0.210, 0.342, -0.679, -0.140, 0.366, 0.361, -1.029, 0.321, 0.387, 0.379, -0.721, 0.451, 0.272, -0.654, 0.347, 0.290, -0.650, 0.304, 0.549, -0.686, 0.477, 0.299], "lumo_ev": 0.5}


--- B ---
{"formula": "C2H17NO5", "method": "the ωB97M-V functional and the def2-TZVPD basis", "species": ["C", "C", "N", "H", "H", "H", "H", "H", "H", "H", "H", "H", "O", "H", "H", "O", "H", "H", "O", "H", "H", "O", "H", "H", "O"], "positions_angstrom": [[-0.972, -0.671, 2.857], [-1.558, -1.085, 1.501], [-0.855, -0.549, 0.352], [0.104, -0.766, 3.119], [-1.100, 0.418, 2.947], [-1.274, -1.248, 3.739], [-1.631, -2.176, 1.498], [-2.608, -0.763, 1.443], [-0.110, -1.147, 0.029], [-0.619, 0.426, 0.410], [1.051, -0.973, -1.927], [2.489, -1.141, -1.278], [1.552, -1.229, -1.147], [2.120, 0.153, 0.589], [3.584, -0.032, 1.031], [2.853, 0.574, 1.063], [1.496, 3.186, -0.215], [0.695, 2.058, 0.174], [0.708, 2.732, -0.507], [0.378, 1.296, -2.043], [0.209, 1.002, -3.604], [0.046, 0.711, -2.716], [-2.244, -0.744, -1.865], [-1.766, 0.267, -2.795], [-2.547, -0.297, -2.653]], "mulliken_charge": [-1.070, -0.510, -0.202, 0.286, 0.276, 0.353, 0.424, 0.244, 0.236, 0.036, 0.329, 0.289, -0.682, 0.369, 0.283, -0.636, 0.358, 0.218, -0.650, 0.408, 0.271, -0.646, 0.320, 0.389, -0.691], "smiles": "CCN.O.O.O.O.O", "lumo_ev": 0.2}


Which of them is the most stable, and which is the least stable? B and A, in that order.